1.
Formula: C2H4FNO2S
Source: OMol25
Level of theory: ωB97M-V/def2-TZVPD

Computed properties:
LUMO level: -0.38 eV
2S+1: 1
relative energy (zero: lowest compared OMol25 entry of this formula, charge and spin): 2.322 eV
SMILES string: C=CNS(=O)(=O)F
energy: -781.784862 Ha
HOMO-LUMO gap: 9.08 eV

Last column: Löwdin charge in e.
CARTESIAN COORDINATES (ANGSTROEM)
C1 -0.9499 1.2972 0.3988  0.03
C2 -0.9469 0.3889 -0.6125  -0.22
N1 0.2875 -0.2824 -0.9836  -0.11
S1 0.8882 -1.2394 0.2451  0.58
O1 -0.0676 -1.4549 1.2687  -0.24
O2 1.4869 -2.3790 -0.3428  -0.24
F1 2.0201 -0.3345 0.8277  -0.14
H1 -1.6145 1.2209 1.2490  0.07
H2 -0.2564 2.1313 0.3165  0.07
H3 -1.8370 0.2104 -1.2001  0.10
H4 0.9896 0.4413 -1.1667  0.11

Atoms 1-3, force components in eV/Å:
C 0.2 -0.2 -0.9
C -0.3 0.5 0.9
N 0.2 1.7 -0.4

2.
Formula: H28O14
Source: OMol25
Level of theory: ωB97M-V/def2-TZVPD

Computed properties:
LUMO level: -0.15 eV
2S+1: 1
relative energy (zero: lowest compared OMol25 entry of this formula, charge and spin): 6.152 eV
energy: -1069.974889 Ha
HOMO-LUMO gap: 9.07 eV

Last column: Löwdin charge in e.
CARTESIAN COORDINATES (ANGSTROEM)
O1 42.2178 -22.6217 30.4468  0.02
H1 42.9241 -23.1988 30.2868  -0.21
H2 42.0676 -22.4218 31.2972  -0.03
O2 41.7400 -20.4261 28.8998  -0.10
H3 41.2101 -19.5709 29.2617  0.16
H4 41.8889 -21.1334 29.5327  -0.02
O3 40.5955 -20.5044 32.4828  -0.15
H5 40.9445 -20.1807 33.4221  0.10
H6 40.9540 -19.8371 31.7838  0.05
O4 45.7510 -21.8346 31.1117  -0.14
H7 44.9914 -21.6836 31.7744  0.01
H8 45.4271 -21.0263 30.6008  0.02
O5 43.6017 -21.5365 32.6214  -0.09
H9 43.0919 -22.3527 32.9207  -0.10
H10 44.2004 -21.1349 33.2027  0.05
O6 43.8655 -23.6817 29.8116  0.04
H11 44.0426 -23.5912 28.8454  0.12
H12 44.5506 -23.1800 30.3135  0.10
O7 43.6011 -26.1403 30.4350  -0.12
H13 43.6712 -25.4054 29.8610  -0.05
H14 43.1925 -25.7516 31.2843  -0.06
O8 40.5278 -22.5217 27.1147  0.00
H15 40.6526 -21.9258 26.3480  0.07
H16 40.8725 -22.1745 27.8250  -0.11
O9 44.3979 -20.9123 29.3619  -0.06
H17 45.1363 -20.7315 28.7481  0.12
H18 43.5115 -20.6294 29.1950  0.00
O10 42.1765 -25.4830 32.1712  -0.05
H19 42.1053 -26.1631 32.8190  0.08
H20 41.3434 -25.3509 31.5400  0.10
O11 42.8843 -19.1567 31.5639  -0.02
H21 43.3667 -18.7864 32.2567  0.02
H22 43.2786 -19.9883 31.6296  -0.04
O12 42.6235 -23.1920 33.6712  0.14
H23 42.2867 -23.9478 33.3198  0.01
H24 42.0175 -22.8692 34.3111  0.11
O13 40.3145 -24.8093 30.3528  -0.04
H25 40.5427 -23.8855 30.1086  0.06
H26 40.2359 -25.3107 29.5260  0.09
O14 43.6670 -22.4039 27.2275  -0.07
H27 43.6512 -21.9888 28.1104  -0.02
H28 43.2587 -21.7723 26.5975  0.07

Atoms 1-3, force components in eV/Å:
O -6.7 4.0 -2.6
H 1.2 -1.6 -0.2
H -1.1 1.3 4.6

3.
Formula: C3H4N2O2
Source: OMol25
Level of theory: ωB97M-V/def2-TZVPD

Computed properties:
LUMO level: 0.25 eV
2S+1: 1
relative energy (zero: lowest compared OMol25 entry of this formula, charge and spin): 5.761 eV
SMILES string: O=c1[nH]ccn1O
energy: -376.552093 Ha
HOMO-LUMO gap: 9.21 eV

Last column: Löwdin charge in e.
CARTESIAN COORDINATES (ANGSTROEM)
O1 0.1027 -2.2049 -0.0022  -0.07
C1 0.0607 -0.9065 0.3226  -0.50
N1 0.3440 -0.1621 1.3186  0.11
C2 0.2604 1.2533 0.8054  -0.03
C3 -0.3479 1.1745 -0.4702  -0.10
N2 -0.7132 -0.1243 -0.5669  0.00
O2 -0.3321 -0.7924 -2.0498  -0.04
H1 0.7747 -0.6451 2.2455  0.24
H2 0.6492 2.1656 1.3752  0.12
H3 -0.3629 1.9491 -1.4036  0.18
H4 -0.4357 -1.7072 -1.5745  0.08

Atoms 1-3, force components in eV/Å:
O 0.6 5.0 2.5
C -3.5 -7.6 -4.4
N 2.6 1.8 4.3

4.
Formula: C2H3IN2O
Source: OMol25
Level of theory: ωB97M-V/def2-TZVPD

Computed properties:
LUMO level (alpha / beta): -1.66 / -2.08 eV
2S+1: 1
relative energy (zero: lowest compared OMol25 entry of this formula, charge and spin): 4.313 eV
energy: -560.292030 Ha
HOMO-LUMO gap (alpha / beta): 7.98 / 7.31 eV

Last column: Löwdin charge in e.
CARTESIAN COORDINATES (ANGSTROEM)
C1 0.0647 -0.0052 -0.0733  -0.38
C2 0.3597 -1.2337 -0.8064  0.01
N1 0.7796 0.9684 0.4574  0.06
N2 -0.3380 1.7129 0.4526  -0.17
O1 -1.1525 0.6206 0.0573  -0.04
I1 -1.0499 2.5651 2.8582  0.23
H1 -0.5253 -1.5623 -1.3438  0.09
H2 1.1854 -1.0586 -1.4954  0.10
H3 0.6762 -2.0072 -0.1066  0.10

Atoms 1-3, force components in eV/Å:
C -0.1 0.6 0.3
C 0.0 -0.1 0.1
N 0.4 -0.3 -0.3

Which of these has the highest energy?
C3H4N2O2